Record 1
The following is a DFT calculation (wB97M-V/def2-TZVPD) of an isolated ion of composition C4H3BrNO and charge +1 at a distorted geometry.

Cartesian coordinates (Å):
C1 -0.261 1.082 1.781
N1 0.090 0.367 0.947
C2 0.662 -0.539 0.169
C3 0.382 -0.819 -1.136
Br1 1.366 -2.163 -1.983
C4 -0.649 -0.163 -2.027
O1 -1.245 0.830 -1.754
H1 -0.646 1.782 2.483
H2 1.451 -1.100 0.669
H3 -0.762 -0.697 -2.983

Properties
molar mass = 160.98 g mol⁻¹
SMILES = C#[N+]/C=C(/Br)C=O
net charge = +1
DFT total energy = -77766.2993 eV
relative energy (zero: lowest compared OMol25 entry of this formula, charge and spin) = 2.4 kcal per mole
spin multiplicity = 1
HOMO = -14.59 eV
orbital gap = 8.331 eV
largest force on an atom = 4.027 eV/A
LUMO = -6.3 eV

Record 2
The following is a DFT calculation (wB97M-V/def2-TZVPD) of the molecule C6H7NS at a distorted geometry.

Cartesian coordinates (Å):
C1 0.340 3.392 0.834
C2 -0.190 2.468 0.010
N1 0.054 1.100 0.120
C3 0.860 0.477 1.031
C4 0.827 -0.860 0.833
C5 -0.166 -1.082 -0.207
S1 -0.532 -2.616 -0.960
C6 -0.633 0.132 -0.621
H1 1.014 3.217 1.714
H2 0.071 4.457 0.767
H3 -0.921 2.726 -0.778
H4 1.450 1.017 1.719
H5 1.391 -1.533 1.392
H6 0.201 -3.302 -0.123
H7 -1.309 0.424 -1.455

Properties
molar mass = 125.20 g mol⁻¹
SMILES = C=Cn1ccc(S)c1
net charge = 0
DFT total energy = -18659.5338 eV
relative energy (zero: lowest compared OMol25 entry of this formula, charge and spin) = 28.0 kcal per mole
spin multiplicity = 1
HOMO = -7.84 eV
orbital gap = 8.812 eV
largest force on an atom = 2.386 eV/A
LUMO = 1.0 eV

Record 3
The following is a DFT calculation (wB97M-V/def2-TZVPD) of C16H39CrF9N7O13P2S3 as an isolated structure at a distorted geometry.

Cartesian coordinates (Å):
Cr1 0.580 -0.988 0.164
C1 4.625 -0.865 -1.562
F1 5.043 -1.743 -0.680
F2 4.467 0.315 -1.032
F3 5.590 -0.835 -2.565
S1 2.939 -1.224 -2.250
O1 2.001 -1.469 -1.122
O2 2.512 -0.044 -3.018
O3 3.044 -2.425 -3.072
C2 -1.760 -5.223 0.000
F4 -2.161 -4.778 -1.196
F5 -2.599 -4.846 0.925
F6 -1.606 -6.542 -0.139
S2 -0.042 -4.340 0.286
O4 0.953 -4.943 -0.633
O5 -0.206 -2.921 0.044
O6 0.263 -4.602 1.690
C3 -2.594 -2.418 3.293
F7 -3.016 -2.374 4.580
F8 -2.019 -3.593 3.068
F9 -3.618 -2.255 2.392
S3 -1.358 -0.819 3.181
O7 -2.246 0.337 3.333
O8 -0.445 -0.959 4.278
O9 -0.684 -0.914 1.850
C4 2.762 -2.614 3.660
N1 2.957 -1.858 2.412
O10 3.947 -1.127 2.266
O11 2.026 -1.880 1.631
H1 2.260 -3.573 3.535
H2 2.055 -1.963 4.174
H3 3.711 -2.828 4.150
O12 -0.713 -0.293 -1.382
P1 -1.873 -0.319 -2.280
N2 -1.972 1.133 -3.192
C5 -3.222 1.570 -3.804
C6 -0.760 1.696 -3.801
N3 -3.387 -0.495 -1.506
C7 -4.023 -1.854 -1.237
C8 -3.849 0.573 -0.613
N4 -1.652 -1.606 -3.490
C9 -2.672 -1.971 -4.482
C10 -0.654 -2.664 -3.246
H4 -3.894 0.715 -3.880
H5 -3.180 1.935 -4.830
H6 -3.693 2.295 -3.140
H7 -0.821 2.783 -3.853
H8 -0.527 1.273 -4.778
H9 0.088 1.377 -3.195
H10 -3.650 -2.344 -0.338
H11 -5.096 -1.831 -1.047
H12 -3.833 -2.423 -2.147
H13 -3.058 1.308 -0.461
H14 -4.531 1.149 -1.238
H15 -4.242 0.187 0.327
H16 -3.215 -1.053 -4.706
H17 -2.236 -2.379 -5.394
H18 -3.362 -2.709 -4.075
H19 0.333 -2.205 -3.307
H20 -0.668 -3.373 -4.074
H21 -0.706 -3.116 -2.256
O13 1.416 1.002 0.737
P2 1.410 2.378 1.336
N5 2.270 3.513 0.403
C11 2.573 4.911 0.902
C12 3.203 3.034 -0.646
N6 2.056 2.303 2.898
C13 3.541 2.062 3.086
C14 1.197 1.803 4.004
N7 -0.104 3.123 1.511
C15 -0.389 4.363 2.204
C16 -1.051 2.681 0.501
H22 2.772 5.665 0.141
H23 3.342 4.802 1.666
H24 1.778 5.341 1.513
H25 2.740 2.223 -1.208
H26 4.210 2.974 -0.231
H27 3.251 3.843 -1.374
H28 3.893 2.663 3.925
H29 3.743 1.017 3.320
H30 4.184 2.342 2.252
H31 1.427 0.773 4.277
H32 1.348 2.521 4.810
H33 0.140 1.892 3.753
H34 0.353 4.617 2.961
H35 -0.271 5.155 1.464
H36 -1.375 4.429 2.664
H37 -0.729 2.724 -0.540
H38 -2.025 3.148 0.643
H39 -1.216 1.649 0.809

Properties
molar mass = 918.65 g mol⁻¹
net charge = -1
DFT total energy = -158238.8542 eV
⟨S²⟩ = 6.004
relative energy (zero: lowest compared OMol25 entry of this formula, charge and spin) = 85.5 kcal per mole
spin multiplicity = 5
HOMO (spin up / spin down) = -4.77 / -6.31 eV
orbital gap (spin up / spin down) = 7.058 / 8.590 eV
largest force on an atom = 4.562 eV/A
LUMO (spin up / spin down) = 2.3 / 2.3 eV

Record 4
The following is a DFT calculation (wB97M-V/def2-TZVPD) of C3HNdO3 as an isolated structure at a distorted geometry.

Cartesian coordinates (Å):
C1 -3.168 -1.018 -1.218
C2 -2.332 -1.687 -0.371
O1 -3.692 -1.575 -2.335
H1 -3.436 -2.500 -2.438
O2 -3.438 0.228 -1.034
Nd1 -3.414 1.933 0.826
O3 2.365 -1.553 -0.618
C3 1.830 -0.599 -0.330

Properties
molar mass = 229.28 g mol⁻¹
net charge = +1
DFT total energy = -24532.9214 eV
⟨S²⟩ = 6.006
relative energy (zero: lowest compared OMol25 entry of this formula, charge and spin) = 16.6 kcal per mole
spin multiplicity = 5
HOMO (spin up / spin down) = -10.78 / -10.81 eV
orbital gap (spin up / spin down) = 4.632 / 4.736 eV
largest force on an atom = 3.801 eV/A
LUMO (spin up / spin down) = -6.1 / -6.1 eV

Record 5
The following is a DFT calculation (wB97M-V/def2-TZVPD) of a 9-piece molecular cluster, C20H34F18N3O20S6 overall at a distorted geometry.

Cartesian coordinates (Å):
C1 -2.000 -0.636 -2.250
C2 -2.633 -1.988 -2.170
O1 -3.743 -2.205 -1.796
N1 -1.908 -3.154 -2.900
H1 -1.252 -2.781 -3.584
H2 -1.339 -3.630 -2.190
C3 -2.916 -4.048 -3.636
H3 -0.926 -0.733 -2.079
H4 -2.440 0.009 -1.488
H5 -2.234 -0.062 -3.149
H6 -2.355 -4.625 -4.370
H7 -3.641 -3.435 -4.158
H8 -3.172 -4.715 -2.817
C4 1.433 1.426 -1.715
C5 2.414 1.485 -0.604
O2 2.934 2.437 -0.145
N2 2.843 0.098 -0.024
H9 2.785 0.217 0.998
H10 2.228 -0.660 -0.300
C6 4.287 -0.266 -0.259
H11 1.791 1.989 -2.577
H12 0.544 1.985 -1.404
H13 1.177 0.412 -2.009
H14 4.760 -0.903 0.486
H15 4.870 0.654 -0.253
H16 4.404 -0.710 -1.242
C7 -5.437 -2.060 1.684
C8 -4.575 -1.176 2.591
C9 -3.233 -0.706 1.988
N3 -2.477 0.115 3.069
C10 -1.896 -0.796 4.120
C11 -3.213 1.331 3.517
C12 -2.147 2.319 3.962
C13 -0.919 2.051 3.078
C14 -1.266 0.711 2.368
H17 -4.987 -3.028 1.448
H18 -5.475 -1.540 0.726
H19 -6.353 -2.366 2.185
H20 -4.441 -1.719 3.531
H21 -5.159 -0.313 2.916
H22 -3.344 0.053 1.213
H23 -2.681 -1.572 1.628
H24 -1.238 -1.606 3.832
H25 -2.809 -1.174 4.588
H26 -1.493 -0.156 4.904
H27 -3.887 1.161 4.357
H28 -3.808 1.731 2.695
H29 -2.048 2.059 5.017
H30 -2.459 3.352 3.828
H31 -0.019 1.819 3.646
H32 -0.704 2.816 2.339
H33 -0.465 0.030 2.076
H34 -1.580 0.985 1.355
C15 -3.152 5.045 1.340
F1 -3.308 6.330 1.015
F2 -1.998 4.874 1.982
F3 -4.184 4.748 2.148
S1 -3.207 3.942 -0.240
O3 -2.360 4.581 -1.226
O4 -2.871 2.537 0.108
O5 -4.620 3.982 -0.576
C16 7.053 -2.626 -0.659
F4 5.803 -2.845 -1.010
F5 7.245 -1.307 -0.550
F6 7.200 -3.127 0.599
S2 8.231 -3.458 -1.889
O6 9.535 -3.180 -1.293
O7 7.863 -4.859 -1.930
O8 7.978 -2.797 -3.149
C17 1.809 -0.375 5.170
F7 0.901 -1.050 4.473
F8 1.208 0.692 5.729
F9 2.261 -1.127 6.168
S3 3.282 0.289 4.114
O9 4.311 -0.691 4.405
O10 2.831 0.257 2.717
O11 3.600 1.649 4.501
C18 -2.601 2.368 -3.848
F10 -1.458 3.032 -3.682
F11 -2.361 1.277 -4.590
F12 -3.069 2.006 -2.649
S4 -3.900 3.421 -4.713
O12 -4.386 2.621 -5.849
O13 -4.975 3.534 -3.694
O14 -3.249 4.677 -5.041
C19 4.209 2.118 -5.196
F13 3.068 2.702 -4.811
F14 4.062 1.452 -6.353
F15 5.099 3.079 -5.425
S5 4.862 1.048 -3.786
O15 3.753 0.241 -3.268
O16 5.876 0.264 -4.454
O17 5.403 2.001 -2.808
C20 0.830 -3.407 1.563
F16 1.987 -3.003 2.071
F17 0.657 -4.702 1.733
F18 -0.224 -2.772 2.096
S6 0.823 -3.043 -0.311
O18 0.468 -1.611 -0.406
O19 2.164 -3.324 -0.803
O20 -0.245 -3.949 -0.751

Properties
molar mass = 1170.86 g mol⁻¹
net charge = -3
DFT total energy = -180638.9223 eV
spin multiplicity = 1
HOMO = -2.34 eV
orbital gap = 6.211 eV
largest force on an atom = 3.767 eV/A
LUMO = 3.9 eV

Record 6
The following is a DFT calculation (wB97M-V/def2-TZVPD) of a 4-piece molecular cluster, C2H11NO2S2 overall at a distorted geometry.

Cartesian coordinates (Å):
N1 0.885 -2.047 0.900
C1 0.261 -1.768 -0.317
C2 -1.090 -0.930 -0.036
S1 -1.925 -0.486 -1.508
S2 2.414 0.861 0.849
H1 1.507 -2.867 0.876
H2 1.427 -1.251 1.244
H3 0.015 -2.725 -0.786
H4 0.870 -1.128 -0.950
H5 -0.776 -0.035 0.494
H6 -1.760 -1.525 0.591
H7 2.964 1.383 1.957
H8 0.710 2.210 -2.040
H9 1.824 2.460 -1.005
O1 1.357 2.844 -1.742
H10 -3.096 2.421 0.646
H11 -2.732 1.067 -0.006
O2 -2.854 1.514 0.834

Properties
molar mass = 145.25 g mol⁻¹
net charge = +1
DFT total energy = -29495.6802 eV
⟨S²⟩ = 1.762
relative energy (zero: lowest compared OMol25 entry of this formula, charge and spin) = 88.7 kcal per mole
spin multiplicity = 2
HOMO (spin up / spin down) = -14.43 / -14.05 eV
orbital gap (spin up / spin down) = 7.155 / 4.929 eV
largest force on an atom = 2.085 eV/A
LUMO (spin up / spin down) = -7.3 / -9.1 eV